Entry 1:
{
  "formula": "C22H56N2O18P5",
  "method": "ωB97M-V/def2-TZVPD",
  "homo_energy_ha": -0.1185,
  "orbital_gap_ev": 5.0133,
  "charge": -1,
  "symbols": ["N", "C", "C", "O", "C", "P", "C", "C", "O", "C", "C", "C", "N", "C", "C", "H", "H", "H", "H", "H", "H", "H", "H", "H", "H", "H", "H", "H", "H", "H", "H", "H", "H", "H", "H", "C", "O", "P", "O", "O", "C", "O", "C", "H", "H", "H", "H", "H", "H", "H", "H", "H", "C", "O", "P", "O", "O", "C", "O", "C", "H", "H", "H", "H", "H", "H", "H", "H", "H", "C", "O", "P", "O", "O", "C", "O", "C", "H", "H", "H", "H", "H", "H", "H", "H", "H", "C", "O", "P", "O", "O", "C", "O", "C", "H", "H", "H", "H", "H", "H", "H", "H", "H"],
  "coordinates": [[3.86675, 6.17273, 0.18119], [4.04042, 5.91547, -1.25700], [2.81264, 5.31814, -1.98059], [2.70815, 5.93701, -3.27804], [1.48694, 5.47709, -1.29782], [0.05228, 4.38120, -2.05183], [0.18834, 3.00444, -0.66431], [1.58087, 2.53642, -0.32726], [1.68194, 1.29722, 0.40998], [-1.28903, 5.43827, -1.10182], [-1.25908, 5.92441, 0.20686], [-2.32424, 6.67897, 0.72586], [-3.42604, 6.96386, 0.01603], [-3.46949, 6.49621, -1.23704], [-2.44840, 5.74973, -1.82897], [3.96542, 5.30694, 0.69765], [4.62450, 6.76063, 0.50385], [4.89147, 5.25078, -1.44137], [4.26236, 6.86504, -1.73867], [3.00332, 4.25415, -2.14926], [3.42478, 5.60203, -3.82260], [1.60979, 5.30468, -0.23260], [1.18148, 6.51878, -1.42462], [-0.07901, 5.35980, -3.14437], [-1.07787, 3.63945, -2.64356], [1.00669, 3.58382, -2.85906], [-0.32706, 3.24934, 0.26676], [-0.34515, 2.16271, -1.11221], [2.15393, 2.42621, -1.24930], [2.08649, 3.26172, 0.30890], [1.78666, 0.56942, -0.21318], [-0.40691, 5.73762, 0.84821], [-2.29157, 7.05912, 1.73629], [-4.37878, 6.71072, -1.78677], [-2.53768, 5.38586, -2.84714], [2.24274, -4.02756, 0.35294], [1.05639, -3.24878, 0.10018], [0.95061, -1.82455, 0.78705], [1.93392, -0.81191, 0.40986], [0.98617, -2.08015, 2.35720], [0.04320, -3.02560, 2.88286], [-0.55965, -1.56451, 0.41481], [-1.10519, -0.27523, 0.78390], [2.58046, -4.42756, -0.59898], [3.04368, -3.43385, 0.78405], [1.98358, -4.84529, 1.02539], [0.56211, -3.91351, 3.24313], [-0.68088, -3.31317, 2.12504], [-0.48976, -2.56060, 3.70654], [-0.67609, 0.08092, 1.72054], [-2.17812, -0.40773, 0.89725], [-0.90639, 0.44576, -0.00379], [-3.98284, -1.89820, -3.80424], [-4.47255, -0.56288, -3.97228], [-4.07949, 0.49003, -2.84840], [-2.66636, 0.74970, -2.62859], [-4.75111, -0.05655, -1.50089], [-6.11411, -0.47742, -1.49066], [-4.99623, 1.68461, -3.31986], [-4.86073, 2.86149, -2.48078], [-3.59534, -2.22749, -4.76490], [-3.17963, -1.93938, -3.06753], [-4.80319, -2.54824, -3.49758], [-6.15388, -1.55215, -1.30884], [-6.61476, -0.24818, -2.43146], [-6.62225, 0.04132, -0.67916], [-4.71874, 2.56825, -1.44065], [-5.78647, 3.42061, -2.57947], [-4.01435, 3.46586, -2.79751], [-2.94797, -2.93824, 0.41904], [-3.48290, -2.19108, 1.52610], [-3.89173, -2.94394, 2.84858], [-2.84844, -3.70407, 3.52975], [-5.12894, -3.88840, 2.50852], [-6.24136, -3.37133, 1.76759], [-4.48074, -1.68279, 3.59696], [-4.92321, -1.86224, 4.95134], [-2.07603, -2.39419, 0.06284], [-2.64486, -3.93961, 0.72600], [-3.70186, -3.00080, -0.36536], [-6.28085, -3.86835, 0.79955], [-6.16090, -2.29442, 1.62270], [-7.14903, -3.59393, 2.32506], [-5.38760, -2.83946, 5.08993], [-5.65091, -1.07950, 5.14425], [-4.07826, -1.76332, 5.62926], [6.47977, -6.50739, -1.10836], [6.55376, -6.49860, 0.32715], [6.47780, -5.09535, 1.05365], [5.26427, -4.30644, 0.87931], [7.74491, -4.26419, 0.57176], [9.05166, -4.85031, 0.58251], [6.80078, -5.61219, 2.51175], [6.76219, -4.63088, 3.56595], [5.79019, -7.29753, -1.39150], [6.11274, -5.55683, -1.49501], [7.46758, -6.71722, -1.51606], [9.39950, -4.95275, -0.44415], [9.05101, -5.82529, 1.06920], [9.71554, -4.17769, 1.12137], [7.13954, -3.66766, 3.22246], [7.39440, -5.01110, 4.36280], [5.74027, -4.51098, 3.91777]],
  "atomic_forces_ev_per_a": [[0.172, -0.087, -0.057], [-0.048, 0.021, 0.215], [0.032, -0.131, -0.188], [0.101, 0.074, 0.009], [-0.358, 0.066, -0.184], [0.377, -0.033, 0.023], [-0.108, -0.111, -0.023], [0.371, -0.214, 0.408], [-0.603, 2.979, -0.657], [-0.440, 0.099, -0.011], [-0.405, 0.327, 0.139], [0.099, -0.488, -1.119], [0.201, -0.030, 0.269], [0.531, -0.397, -0.043], [-0.012, 0.254, 0.789], [-0.176, -0.087, 0.040], [0.043, 0.075, -0.004], [0.187, -0.013, -0.101], [-0.066, 0.160, -0.022], [-0.024, -0.112, 0.043], [-0.004, -0.072, -0.059], [-0.041, -0.031, 0.153], [-0.083, 0.113, 0.051], [-0.035, 0.003, 0.026], [-0.009, -0.006, 0.028], [-0.044, 0.051, 0.056], [-0.173, 0.171, 0.078], [-0.131, -0.028, -0.158], [0.147, 0.103, -0.137], [0.119, 0.278, -0.053], [-0.055, 0.621, 0.234], [0.082, -0.057, 0.010], [-0.002, 0.077, 0.190], [-0.093, 0.102, -0.091], [-0.004, 0.047, -0.103], [-0.106, 0.080, -0.058], [0.091, -0.264, 0.070], [0.385, -0.010, -0.076], [0.304, -3.634, 0.254], [0.013, -0.098, -0.141], [-0.114, 0.028, 0.094], [0.681, 0.619, 0.168], [-0.244, 0.482, -0.098], [0.016, -0.010, -0.013], [0.000, 0.047, -0.011], [0.030, 0.002, 0.011], [0.098, 0.037, -0.037], [-0.027, -0.073, 0.096], [0.006, 0.016, 0.005], [0.060, -0.036, -0.052], [0.070, -0.017, 0.001], [0.090, -0.017, 0.059], [0.112, 0.039, -0.080], [-0.134, -0.081, 0.060], [0.064, 0.021, 0.029], [0.064, -0.169, 0.033], [-0.041, -0.205, -0.015], [0.031, 0.118, 0.022], [0.061, 0.047, 0.138], [-0.066, 0.169, -0.016], [-0.005, -0.031, -0.008], [0.017, 0.007, -0.005], [-0.009, 0.015, 0.011], [0.010, -0.023, -0.010], [-0.011, -0.006, -0.005], [-0.016, 0.002, 0.010], [0.005, 0.074, 0.029], [-0.014, 0.009, -0.031], [0.061, -0.101, -0.034], [-0.096, -0.109, -0.350], [-0.352, -0.217, 0.118], [0.380, 0.237, -0.329], [-0.117, -0.187, 0.203], [-0.058, 0.065, -0.077], [0.018, 0.015, 0.056], [-0.250, -0.050, 0.264], [0.057, 0.057, -0.074], [-0.510, -0.450, -0.077], [-0.015, -0.035, 0.042], [-0.134, -0.037, 0.054], [0.023, -0.007, -0.010], [0.007, 0.015, -0.012], [-0.014, -0.005, 0.000], [-0.014, -0.003, -0.003], [-0.004, 0.015, 0.034], [0.019, -0.018, 0.008], [-0.110, -0.017, 0.042], [0.139, -0.017, -0.189], [-0.141, 0.031, 0.028], [0.015, -0.047, -0.018], [0.069, -0.098, -0.027], [-0.023, 0.030, 0.055], [0.136, 0.128, 0.125], [-0.044, -0.068, -0.005], [0.001, -0.017, -0.025], [-0.014, 0.006, 0.003], [0.014, 0.009, 0.013], [-0.013, -0.001, -0.011], [-0.001, -0.009, 0.003], [0.012, 0.002, -0.001], [0.016, 0.003, -0.005], [-0.009, 0.005, 0.029], [-0.018, 0.009, -0.015]]
}

---

Entry 2:
{
  "formula": "C5H12O2",
  "method": "ωB97M-V/def2-TZVPD",
  "homo_energy_ha": -0.2412,
  "orbital_gap_ev": 7.3167,
  "charge": 0,
  "symbols": ["C", "C", "C", "O", "C", "C", "O", "H", "H", "H", "H", "H", "H", "H", "H", "H", "H", "H", "H"],
  "coordinates": [[2.03210, -0.65985, 1.31022], [0.77198, 1.30505, 0.90066], [0.30322, 0.62514, -0.26178], [0.97841, -0.82335, -0.15652], [-1.19346, 0.30100, -0.40441], [-1.55794, -0.21307, -1.79157], [-1.48683, -0.68266, 0.59411], [2.23075, -1.72402, 1.17095], [2.90001, -0.06350, 1.07106], [1.64017, -0.45629, 2.29584], [0.05787, 1.46682, 1.70416], [1.46501, 2.12591, 0.74830], [0.70675, 0.97346, -1.21789], [0.23964, -1.35918, 0.21388], [-1.76144, 1.21460, -0.18727], [-0.94138, -1.08292, -2.04088], [-2.61674, -0.49947, -1.84536], [-1.38449, 0.55922, -2.54951], [-2.38365, -1.00690, 0.44600]],
  "atomic_forces_ev_per_a": [[0.099, -0.455, -0.277], [-0.367, 0.555, -0.200], [-0.181, 0.419, -0.142], [0.207, -0.319, 0.647], [0.097, 0.182, -0.172], [0.044, -0.020, -0.039], [-0.256, -0.124, 0.016], [0.061, -0.031, 0.025], [-0.155, 0.009, -0.078], [-0.136, 0.015, -0.182], [0.042, -0.055, 0.010], [0.050, -0.078, 0.041], [-0.031, -0.083, 0.191], [0.246, 0.030, -0.103], [0.117, -0.099, 0.010], [-0.111, 0.078, 0.001], [0.163, 0.051, 0.034], [-0.017, -0.100, 0.150], [0.130, 0.024, 0.069]]
}

---

Entry 3:
{
  "formula": "C19H52O19S6Ti",
  "method": "ωB97M-V/def2-TZVPD",
  "s2": 3.751,
  "homo_energy_ha": [-0.2305, -0.4641],
  "multiplicity": 4,
  "orbital_gap_ev": [4.4195, 10.7290],
  "charge": 1,
  "symbols": ["Ti", "O", "S", "O", "O", "C", "C", "C", "H", "H", "H", "H", "H", "H", "H", "H", "O", "S", "O", "O", "C", "C", "C", "H", "H", "H", "H", "H", "H", "H", "H", "O", "S", "O", "O", "C", "C", "C", "H", "H", "H", "H", "H", "H", "H", "H", "O", "S", "O", "O", "C", "C", "C", "H", "H", "H", "H", "H", "H", "H", "H", "O", "S", "O", "O", "C", "C", "C", "H", "H", "H", "H", "H", "H", "H", "H", "O", "S", "O", "O", "C", "C", "C", "H", "H", "H", "H", "H", "H", "H", "H", "C", "O", "H", "H", "H", "H"],
  "coordinates": [[-12.81911, -2.23746, -5.36379], [-11.41226, -5.98254, -2.98002], [-11.92185, -4.72798, -2.54996], [-12.24103, -3.73026, -3.50938], [-13.24067, -4.96353, -1.72910], [-13.27537, -6.14107, -0.87699], [-14.47153, -5.97701, 0.03102], [-10.86928, -4.00440, -1.34997], [-12.35821, -6.26985, -0.29873], [-13.35945, -7.01215, -1.52648], [-15.38346, -6.08707, -0.55789], [-14.42789, -5.00117, 0.50744], [-14.50888, -6.77442, 0.77140], [-10.56517, -4.75896, -0.63132], [-11.43919, -3.18916, -0.90979], [-10.02397, -3.59392, -1.89823], [-11.36597, -0.83486, -3.93849], [-10.61655, 0.17544, -3.25242], [-10.87800, 0.41665, -1.88064], [-9.08028, -0.08373, -3.34427], [-8.52858, -0.62481, -4.58003], [-7.03466, -0.50184, -4.51771], [-10.79204, 1.69442, -4.12408], [-8.95278, -0.11805, -5.45079], [-8.85066, -1.65489, -4.64850], [-6.67148, 0.52285, -4.56832], [-6.61258, -1.06970, -5.35019], [-6.62768, -0.94365, -3.60659], [-10.02913, 2.36873, -3.74527], [-11.77369, 2.08048, -3.85421], [-10.73649, 1.53725, -5.19789], [-8.52386, -0.42922, -11.79920], [-9.29242, -1.34692, -11.05645], [-8.71169, -2.49014, -10.43952], [-9.99828, -0.48588, -9.93922], [-10.47416, -1.19465, -8.77090], [-11.01673, -0.17492, -7.81297], [-10.68401, -1.86035, -12.02085], [-9.65929, -1.75984, -8.32235], [-11.23801, -1.90697, -9.09219], [-10.17325, 0.39559, -7.39960], [-11.49149, -0.67192, -6.95155], [-11.67194, 0.58560, -8.23578], [-11.03585, -0.99379, -12.57327], [-11.44258, -2.23066, -11.33486], [-10.33284, -2.62641, -12.70752], [-13.42831, -2.73870, -7.50662], [-13.94255, -3.35223, -8.68967], [-13.40041, -2.98470, -9.95608], [-13.73341, -4.90236, -8.45917], [-13.74654, -5.78904, -9.61067], [-12.76977, -6.91185, -9.38050], [-15.71329, -3.18056, -8.69966], [-13.51378, -5.23884, -10.52104], [-14.76958, -6.14183, -9.76457], [-12.45000, -7.33758, -10.32786], [-13.21179, -7.67722, -8.74144], [-11.88769, -6.54658, -8.85375], [-15.95787, -2.60411, -9.58669], [-15.98575, -2.66746, -7.78238], [-16.12648, -4.18403, -8.70536], [-15.01216, -3.24385, -5.05160], [-15.55093, -4.56369, -5.07438], [-16.41766, -4.93069, -6.13386], [-14.31303, -5.54077, -5.04285], [-14.60372, -6.95674, -5.05448], [-13.45022, -7.66673, -5.72156], [-16.34276, -4.85054, -3.52763], [-15.51858, -7.16043, -5.61354], [-14.75576, -7.31941, -4.03496], [-13.55118, -8.74667, -5.61302], [-12.51033, -7.45010, -5.20920], [-13.36225, -7.34196, -6.75678], [-17.20746, -4.19248, -3.54575], [-15.60702, -4.67112, -2.74963], [-16.66592, -5.89023, -3.51431], [-10.50711, -2.94772, -5.91716], [-9.66142, -4.09686, -5.86581], [-8.47138, -4.10002, -6.62825], [-9.31175, -4.27684, -4.34049], [-8.33483, -5.30129, -4.00797], [-7.29758, -4.72738, -3.07964], [-10.60125, -5.54710, -6.21588], [-7.89432, -5.77520, -4.88241], [-8.89938, -6.05610, -3.45496], [-6.60045, -5.52652, -2.81796], [-7.75865, -4.49713, -2.11502], [-6.78459, -3.85196, -3.46562], [-11.64413, -5.30576, -6.00804], [-10.23621, -6.36986, -5.61127], [-10.51591, -5.72643, -7.28609], [-14.39444, 0.47097, -6.30649], [-14.01113, -0.27812, -5.14959], [-15.47982, 0.51571, -6.41404], [-14.04086, 1.50576, -6.25997], [-13.92877, 0.01065, -7.17213], [-14.21953, 0.26065, -4.38391]],
  "atomic_forces_ev_per_a": [[0.383, -0.018, 0.493], [0.302, -0.827, -0.261], [0.127, 0.484, 0.328], [-0.289, 0.425, -0.445], [-0.102, -0.105, 0.152], [-0.290, -0.527, 0.186], [-0.063, -0.287, -0.417], [-0.053, 0.160, -0.192], [0.100, 0.367, -0.116], [-0.028, -0.002, 0.021], [-0.071, 0.303, 0.069], [-0.171, -0.038, 0.154], [0.195, 0.089, 0.123], [0.052, 0.076, 0.103], [0.103, -0.001, 0.169], [0.087, -0.076, 0.042], [0.016, -0.561, -0.299], [-0.056, 0.665, -0.101], [-0.155, -0.057, 0.548], [0.160, -0.193, -0.155], [-0.046, -0.132, -0.147], [0.405, -0.233, -0.002], [-0.220, 0.048, 0.103], [0.027, 0.201, 0.142], [0.012, -0.184, 0.084], [-0.155, 0.058, -0.078], [-0.007, 0.143, -0.056], [-0.178, -0.017, 0.054], [0.036, 0.054, -0.119], [-0.018, -0.001, -0.060], [0.122, -0.005, -0.010], [0.709, 0.592, -0.652], [-0.857, -0.199, 0.041], [0.313, -0.564, 0.167], [0.019, 0.183, 0.406], [-0.397, -0.138, -0.148], [0.692, 0.544, 0.735], [0.228, 0.143, 0.079], [0.049, 0.063, -0.059], [-0.044, 0.058, 0.069], [-0.019, -0.049, -0.080], [-0.149, 0.032, -0.278], [-0.245, -0.348, -0.278], [-0.071, 0.011, 0.024], [-0.055, -0.146, -0.146], [-0.072, -0.076, 0.034], [0.224, 0.192, 0.164], [-0.482, -0.319, 0.168], [0.099, 0.137, -0.239], [0.209, 0.020, -0.042], [-0.338, 0.046, -0.684], [-0.029, -0.075, 0.486], [0.493, 0.066, -0.044], [0.303, 0.239, 0.221], [0.004, -0.129, 0.305], [-0.082, -0.138, 0.002], [0.070, -0.132, -0.268], [0.034, 0.111, -0.202], [-0.184, -0.045, 0.004], [-0.095, -0.015, -0.008], [-0.215, 0.071, -0.082], [0.476, 0.565, -0.093], [0.336, -0.177, 0.713], [-0.615, -0.292, -0.681], [-0.113, 0.076, 0.144], [0.003, -0.789, -0.247], [0.471, 0.136, 0.505], [0.127, -0.376, -0.546], [-0.045, 0.271, -0.009], [0.135, 0.240, 0.090], [-0.313, -0.008, -0.373], [-0.071, 0.251, 0.024], [-0.035, -0.248, 0.064], [0.037, 0.078, 0.378], [-0.159, 0.286, 0.139], [-0.115, 0.028, 0.045], [-0.725, 0.498, 0.014], [-0.338, -0.604, 0.266], [0.795, 0.020, -0.469], [0.196, 0.128, -0.125], [-0.066, -0.441, 0.798], [-0.146, -0.339, 0.612], [-0.402, 0.450, -0.341], [-0.071, 0.353, -0.246], [-0.026, -0.065, -0.199], [0.250, 0.137, -0.317], [-0.058, 0.351, -0.149], [0.097, -0.057, -0.120], [0.011, -0.114, 0.278], [-0.006, -0.114, -0.070], [0.228, -0.124, 0.061], [-0.051, 0.399, -0.077], [-0.175, 0.244, -0.448], [-0.021, -0.226, -0.051], [0.128, -0.074, 0.131], [-0.094, -0.176, -0.004], [0.020, -0.225, 0.292]]
}

---

Entry 4:
{
  "formula": "C3H6NS",
  "method": "ωB97M-V/def2-TZVPD",
  "homo_energy_ha": -0.1072,
  "orbital_gap_ev": 7.2144,
  "charge": -1,
  "symbols": ["C", "C", "C", "N", "H", "H", "H", "H", "H", "S", "H"],
  "coordinates": [[0.52392, 0.95342, 0.50730], [1.05257, 2.09490, 0.01495], [0.83799, -1.26884, 1.07769], [1.30812, -0.06958, 1.14535], [-0.57793, 0.67583, 0.38270], [2.07388, 2.43976, 0.22446], [0.44868, 2.71752, -0.64216], [1.36953, -2.14959, 1.46910], [-0.20401, -1.43190, 0.68752], [-1.53619, -0.69753, -1.10187], [-2.17487, -1.28093, -2.10877]],
  "atomic_forces_ev_per_a": [[-0.796, -0.365, -0.022], [-0.233, -0.736, 0.604], [-1.274, 1.369, 0.191], [0.361, -0.632, -0.290], [1.655, 0.781, -0.040], [-0.319, -0.536, -0.212], [-0.045, -0.036, 0.374], [0.209, 0.615, -0.039], [1.035, -0.161, 0.065], [-0.245, -0.082, -0.333], [-0.350, -0.218, -0.298]]
}

---

| no. | electronic energy (eV) | maximum force (eV/Å) |
| --- | --- | --- |
| 1 | -110007.328 | 3.7 |
| 2 | -9469.639 | 0.8 |
| 3 | -147566.907 | 1.1 |
| 4 | -15532.834 | 1.9 |